[1]
DFT (wB97M-V/def2-TZVPD) results for a cluster of 3 separate species, C17H20ClIO4S in total.

## Properties
net charge: 0
2S+1: 1
maximum force: 9.08 eV/Å
E_LUMO: -0.41 eV
E_tot: -57596.405 eV
E_HOMO: -9.24 eV

Geometry (Å):
I 1.558 0.648 -0.424
Cl -2.510 3.034 -3.463
S -0.871 -1.768 -3.516
O -0.043 -3.076 -3.297
O 3.318 1.306 -2.869
O -0.040 -0.391 -2.950
O -2.230 -1.907 -2.439
C -2.323 -0.498 3.224
C 5.021 1.358 1.980
C 5.132 1.802 4.352
C -3.363 -1.163 -3.015
C -1.421 -0.065 2.252
C -3.493 -1.800 1.559
C 4.072 -0.215 3.548
C -2.596 -1.360 0.586
C -3.526 1.482 -3.808
C -1.559 -0.495 0.932
C 4.356 0.159 2.234
C 2.213 0.634 -2.538
C 4.458 0.607 4.606
C -3.468 0.405 -2.535
C 5.411 2.178 3.038
C 1.253 -0.197 -3.624
C -3.358 -1.367 2.879
H 3.549 -1.147 3.746
H 4.059 -0.483 1.410
H -3.246 -1.204 -4.187
H -2.706 -1.693 -0.443
H 5.438 2.439 5.177
H -0.859 -0.155 0.174
H 5.237 1.653 0.956
H -4.297 -2.480 1.291
H -4.658 1.771 -3.963
H -2.218 -0.159 4.252
H 1.048 0.539 -4.538
H -2.584 0.668 -1.813
H -0.611 0.607 2.523
H -3.167 0.917 -4.784
H 4.235 0.316 5.629
H 1.756 -1.174 -4.028
H 5.932 3.111 2.840
H -4.350 -1.716 -2.639
H -4.492 0.583 -1.949
H -4.059 -1.706 3.636


[2]
DFT (wB97M-V/def2-TZVPD) results for an isolated molecule of C17H20ClN3O4.

## Properties
net charge: 0
SMILES: COC[C@H]1CCCN(C(=O)c2cc(COc3cncc(Cl)c3)on2)C1
2S+1: 1
maximum force: 1.17 eV/Å
E_LUMO: 0.56 eV
E_tot: -43134.610 eV
energy above the lowest of the compared OMol25 structures with the same formula, charge and spin: 65.7 kcal/mol
E_HOMO: -9.06 eV

Geometry (Å):
Cl 3.969 3.026 3.442
O 0.952 -1.079 4.103
O 0.906 -1.041 1.302
O -2.046 -1.722 -0.955
O 0.012 2.503 -1.190
N 4.362 -0.557 5.047
N 0.989 -0.633 0.022
N 0.121 0.680 -2.518
C 3.629 1.424 3.983
C 0.131 -0.191 1.992
C -0.127 -0.460 3.442
C -0.302 0.799 1.157
C -1.798 -0.276 -4.416
C 0.123 1.293 -1.319
C 4.601 0.671 4.624
C -0.139 1.469 -3.705
C -1.562 1.220 -4.204
C 2.126 -0.409 4.218
C -1.424 -1.090 -3.174
C 0.009 -0.739 -2.745
C -2.396 -0.859 -2.015
C 3.175 -1.086 4.855
C -2.891 -1.600 0.156
C 2.366 0.886 3.771
C 0.271 0.456 -0.096
H -0.951 -1.176 3.541
H -0.920 1.644 1.373
H -0.416 0.478 3.937
H -2.867 -0.582 0.568
H 3.023 -2.093 5.215
H 0.278 -1.288 -1.845
H -2.357 0.185 -1.669
H -3.928 -1.848 -0.103
H 0.002 2.521 -3.448
H -2.271 1.612 -3.474
H 1.616 1.475 3.268
H -1.717 1.757 -5.141
H -2.526 -2.303 0.902
H -3.427 -1.067 -2.343
H 5.592 1.060 4.803
H 0.586 1.183 -4.473
H -1.180 -0.618 -5.250
H -1.454 -2.157 -3.411
H 0.705 -1.013 -3.544
H -2.843 -0.454 -4.681


[3]
DFT (wB97M-V/def2-TZVPD) results for a structure of composition C17H20FeNO4.

## Properties
net charge: +1
expectation value of S²: 6.085
2S+1: 5
maximum force: 6.71 eV/Å
E_LUMO (alpha / beta): -3.93 / -5.20 eV
E_tot: -62007.893 eV
energy above the lowest of the compared OMol25 structures with the same formula, charge and spin: 0.0 kcal/mol
E_HOMO (alpha / beta): -8.41 / -10.51 eV

Geometry (Å):
Fe -3.756 -0.120 -3.855
O -5.291 -2.579 -3.940
O -5.322 0.339 -6.230
O -6.080 1.030 -2.630
O 4.994 0.481 2.068
N 2.363 -0.287 2.134
C -1.044 -0.237 -3.213
C -5.027 0.659 -2.959
C 0.121 -0.865 -1.004
C 1.193 -0.739 1.756
C 3.372 -1.297 2.548
C -0.802 0.299 2.556
C -0.721 -0.348 0.122
C 2.657 1.157 1.997
C -2.090 0.629 -2.839
C 4.754 -0.710 2.816
C 0.069 0.150 1.299
C 4.071 1.517 2.427
C -2.347 1.004 -1.463
C -0.126 -0.884 -2.348
C -4.515 -1.721 -3.825
C -1.755 0.683 -0.284
C -4.514 0.239 -5.400
H 0.958 -1.794 1.933
H -0.299 0.878 3.337
H 1.942 1.735 2.600
H -2.123 1.253 0.576
H -3.177 1.715 -1.363
H -2.512 1.330 -3.620
H -0.863 -0.370 -4.291
H 4.067 1.716 3.521
H -1.749 0.806 2.346
H 3.027 -1.810 3.455
H 4.404 2.403 1.862
H 2.538 1.454 0.942
H -1.011 -0.700 2.956
H 0.565 -1.527 -2.909
H 1.012 -1.414 -0.678
H 4.841 -0.515 3.900
H 5.538 -1.401 2.477
H -1.302 -1.237 0.451
H 3.466 -2.054 1.755
H 0.475 1.135 1.018


[4]
DFT (wB97M-V/def2-TZVPD) results for an isolated molecule of C17H20N2O2S.

## Properties
net charge: 0
SMILES: Cc1ccc(S(=O)(=O)NC[C@H]2NCCc3ccccc32)cc1
2S+1: 1
maximum force: 0.89 eV/Å
E_LUMO: 0.62 eV
E_tot: -35864.193 eV
energy above the lowest of the compared OMol25 structures with the same formula, charge and spin: 28.1 kcal/mol
E_HOMO: -8.76 eV

Geometry (Å):
S -1.586 0.657 1.970
O -2.685 0.701 1.049
O -1.775 1.109 3.317
N -0.285 1.517 1.367
N 1.355 -0.097 -0.425
C 0.157 -3.548 2.014
C -0.958 -3.262 1.236
C 0.178 -1.263 2.785
C 1.104 0.689 -3.096
C 0.569 -0.952 -1.295
C -0.229 1.802 -0.048
C 1.262 3.373 -3.817
C -1.502 -1.987 1.224
C 1.167 1.670 -2.111
C 1.112 1.067 -4.434
C 1.185 2.398 -4.798
C 1.077 -0.764 -2.721
C 1.120 1.317 -0.647
C 1.254 3.007 -2.486
C 0.760 -4.918 2.029
C -0.926 -1.000 1.995
C 0.717 -2.535 2.791
H 0.458 -1.325 -3.423
H 1.786 -4.882 1.665
H 1.188 2.675 -5.842
H 1.581 -2.752 3.402
H -0.511 -0.736 -1.256
H -0.367 2.867 -0.252
H 0.783 -5.309 3.045
H 1.170 -0.309 0.550
H -1.059 1.264 -0.510
H 1.326 3.767 -1.721
H 2.097 -1.153 -2.783
H 1.330 4.415 -4.091
H 1.922 1.853 -0.121
H -1.405 -4.040 0.635
H 0.715 -1.986 -0.975
H 1.062 0.302 -5.196
H 0.592 -0.469 3.386
H -2.369 -1.744 0.630
H -0.017 2.268 1.980
H 0.193 -5.603 1.405


[5]
DFT (wB97M-V/def2-TZVPD) results for a structure of composition C17H20N3O4RuS.

## Properties
net charge: +1
2S+1: 1
maximum force: 1.68 eV/Å
E_LUMO: -4.84 eV
E_tot: -44021.933 eV
energy above the lowest of the compared OMol25 structures with the same formula, charge and spin: 4.1 kcal/mol
E_HOMO: -11.87 eV

Geometry (Å):
Ru 1.574 1.686 0.931
S 1.090 -0.504 1.627
O -0.051 1.580 -0.240
O 2.786 0.808 -0.609
O 2.125 2.818 -0.767
O 3.384 1.993 -2.337
N 2.815 1.869 -1.310
N -0.999 -2.088 1.394
N -0.922 -0.569 -0.287
C -1.730 -3.584 -0.473
C -0.411 -1.029 0.849
C 1.253 2.273 3.037
C -1.329 2.331 -4.087
C 0.520 -3.830 2.356
C -2.147 -2.709 0.700
C 3.347 2.455 2.059
C 2.546 1.646 2.888
C 1.252 3.453 2.261
C -0.517 -2.746 2.617
C -2.003 -0.046 -2.811
C -1.196 0.890 -2.166
C -0.667 0.616 -0.814
C -2.134 1.396 -4.725
C -2.471 0.210 -4.087
C -0.862 2.081 -2.808
C 2.555 3.580 1.689
H 0.863 -4.237 3.307
H 0.422 4.127 2.129
H -1.099 -4.412 -0.152
H 2.857 4.362 1.011
H 1.383 -3.428 1.824
H -0.234 2.802 -2.304
H -3.100 -0.514 -4.587
H -2.677 -3.296 1.447
H -2.499 1.594 -5.725
H 0.429 1.903 3.624
H -1.392 -3.165 3.111
H 0.104 -4.649 1.772
H -2.808 -1.914 0.364
H -2.261 -0.964 -2.301
H 4.346 2.230 1.718
H -1.066 3.253 -4.587
H -0.111 -1.983 3.278
H -1.188 -3.001 -1.216
H -2.619 -4.003 -0.944
H 2.841 0.716 3.346


[6]
DFT (wB97M-V/def2-TZVPD) results for an isolated molecule of C17H20N4O3.

## Properties
net charge: 0
SMILES: NC(=O)C1CCN(C(=O)CCc2nc3ccccc3c(=O)[nH]2)CC1
2S+1: 1
maximum force: 0.71 eV/Å
E_LUMO: 0.65 eV
E_tot: -30059.610 eV
energy above the lowest of the compared OMol25 structures with the same formula, charge and spin: 0.0 kcal/mol
E_HOMO: -8.35 eV

Geometry (Å):
O 1.669 -1.725 -1.754
O -0.281 -0.776 0.803
O -1.362 1.051 -1.932
N -2.798 0.817 -0.232
N -0.948 -2.168 -0.820
N 2.588 1.759 0.110
N 1.265 0.451 -1.295
C 1.523 1.583 -0.587
C 4.214 -1.525 -0.370
C 5.604 -0.100 0.970
C -1.663 1.303 -0.771
C -3.694 -1.462 -0.133
C 3.273 -0.500 -0.476
C -3.550 -0.182 -0.970
C 4.683 0.918 0.884
C 5.372 -1.325 0.345
C 3.499 0.736 0.160
C -3.188 0.890 1.157
C -0.801 2.198 0.103
C 2.036 -0.685 -1.221
C -2.567 -1.532 0.902
C -1.157 -1.447 0.287
C -2.746 -0.384 1.904
C 0.474 2.652 -0.625
H -2.775 1.780 1.627
H -4.535 0.224 -1.229
H 4.847 1.869 1.366
H -1.652 -2.756 -1.224
H -1.385 3.075 0.391
H -0.522 1.643 1.000
H 0.882 3.537 -0.137
H -3.703 -2.334 -0.787
H 0.377 0.406 -1.800
H -1.791 -0.219 2.402
H -4.280 0.976 1.174
H 0.228 2.888 -1.663
H -3.002 -0.371 -1.895
H -4.644 -1.457 0.406
H 4.009 -2.463 -0.864
H -3.489 -0.645 2.658
H 6.517 0.047 1.530
H 6.105 -2.115 0.425
H -2.613 -2.489 1.434
H -0.022 -2.146 -1.253


[7]
DFT (wB97M-V/def2-TZVPD) results for a structure of composition C17H20N5O7PPt.

## Properties
net charge: 0
expectation value of S²: 2.006
2S+1: 3
maximum force: 0.34 eV/Å
E_LUMO (alpha / beta): -0.45 / -0.77 eV
E_tot: -52272.334 eV
energy above the lowest of the compared OMol25 structures with the same formula, charge and spin: 2.6 kcal/mol
E_HOMO (alpha / beta): -7.24 / -8.63 eV

Geometry (Å):
Pt -1.141 -1.243 -0.371
P 0.807 0.019 0.108
O -3.506 -0.836 3.079
O -1.091 0.393 -2.442
O -4.911 3.525 0.811
O -0.839 2.605 -2.151
O 1.771 -2.993 0.160
O -2.340 -3.909 -1.516
O -1.947 -1.626 1.673
N 2.635 1.650 -1.185
N 3.279 0.849 1.016
N -2.405 0.416 -0.031
N 1.590 2.573 0.821
N -0.351 -3.134 -0.692
C 1.987 2.875 -0.512
C 0.826 -5.162 -0.410
C 0.826 -3.648 -0.260
C 2.366 -0.307 1.054
C -3.120 0.375 1.094
C 3.760 1.133 -0.291
C 0.430 1.673 0.848
C -0.556 -5.483 -0.969
C 1.622 0.574 -1.450
C -1.378 1.502 -1.934
C -2.862 -0.806 2.044
C -3.992 1.390 1.423
C -3.266 2.556 -0.555
C 2.704 2.054 1.602
C -4.083 2.486 0.571
C -2.440 1.489 -0.830
C -1.218 -4.121 -1.115
H -3.260 3.430 -1.189
H 0.108 1.520 1.881
H 2.356 1.828 2.609
H 4.514 1.921 -0.259
H 1.130 3.147 -1.131
H 3.020 1.953 -2.079
H -0.388 2.152 0.315
H -5.423 3.356 1.611
H 1.029 -5.610 0.562
H 3.479 2.821 1.663
H 1.642 -5.443 -1.075
H 2.752 3.653 -0.520
H 2.138 -0.278 -1.897
H -1.168 -6.088 -0.300
H 0.877 0.948 -2.153
H 2.120 -0.548 2.089
H 4.164 0.241 -0.768
H 2.849 -1.190 0.643
H -0.539 -5.981 -1.937
H -4.557 1.304 2.343


[8]
DFT (wB97M-V/def2-TZVPD) results for a structure of composition C17H20N6O5Pd.

## Properties
net charge: 0
2S+1: 1
maximum force: 0.79 eV/Å
E_LUMO: -0.14 eV
E_tot: -40611.305 eV
energy above the lowest of the compared OMol25 structures with the same formula, charge and spin: 7.1 kcal/mol
E_HOMO: -9.40 eV

Geometry (Å):
Pd 0.851 0.961 1.616
O -1.055 3.167 1.754
O 0.740 -0.426 3.030
O 3.427 2.010 0.800
O 1.313 2.717 0.355
O 1.825 -0.895 4.928
N 1.397 2.208 3.125
N -0.544 -4.104 -4.761
N -0.294 -2.222 -3.757
N 0.660 -0.978 -1.967
N 0.253 -3.125 -4.610
N 0.510 -0.376 0.121
C 1.316 -1.942 -1.232
C -1.664 -3.888 -3.988
C 0.441 -1.043 -3.395
C -3.762 -4.177 -2.936
C 2.428 2.666 1.037
C -0.674 3.681 3.005
C 1.223 -1.554 0.062
C -1.510 -2.665 -3.322
C 2.242 3.251 2.474
C -0.595 1.163 -1.508
C 2.144 1.284 4.016
C -2.471 -2.172 -2.439
C -2.809 -4.664 -3.801
C 0.185 -0.040 -1.115
C -3.593 -2.952 -2.265
C 1.528 -0.143 4.032
C 0.203 2.740 3.832
H 1.690 4.185 2.465
H -0.953 1.655 -0.607
H -4.665 -4.745 -2.757
H 1.588 -2.023 0.958
H -0.085 -0.140 -3.704
H -4.366 -2.617 -1.587
H 3.165 1.191 3.644
H 2.173 1.672 5.036
H -1.585 3.853 3.581
H 0.541 3.276 4.728
H -0.378 1.874 4.151
H 1.769 -2.800 -1.698
H 1.390 -1.103 -3.925
H 0.026 1.876 -2.050
H -2.926 -5.607 -4.317
H -2.347 -1.240 -1.905
H 3.196 3.378 2.980
H -0.189 4.657 2.896
H -0.308 3.279 1.140
H -1.456 0.895 -2.122


- E_tot of number 5 (C17H20N3O4RuS)?
  -44021.933 eV